Formula: C48H74O14
Source: the Open Molecules 2025 dataset
Level of theory: the ωB97M-V functional and the def2-TZVPD basis

```
! wB97M-V def2-TZVPD RIJCOSX def2/J DEFGRID3
* xyz 0 1
C -6.648 -1.975 3.742
H -5.874 -1.561 4.381
H -7.604 -1.869 4.253
C -6.380 -3.446 3.446
H -7.252 -3.873 2.945
H -6.262 -3.982 4.392
C -5.130 -3.724 2.597
C -3.865 -3.232 3.300
H -3.805 -3.651 4.301
H -2.981 -3.537 2.743
H -3.873 -2.149 3.371
H -5.050 -4.813 2.498
C -5.183 -3.173 1.158
C -6.431 -3.582 0.356
C -6.580 -5.096 0.245
H -5.666 -5.538 -0.148
H -7.396 -5.338 -0.433
H -6.796 -5.548 1.209
C -6.320 -2.961 -1.040
C -6.155 -1.450 -0.930
H -6.008 -1.007 -1.915
H -7.040 -1.009 -0.468
C -4.934 -1.127 -0.051
O -5.066 -1.754 1.207
O -3.810 -1.597 -0.752
C -2.547 -0.990 -0.479
C -2.523 -0.331 0.896
C -3.604 0.744 1.030
C -4.866 0.378 0.244
H -5.758 0.658 0.801
H -4.862 0.920 -0.702
H -3.831 0.888 2.092
O -3.123 1.994 0.508
C -2.311 2.702 1.272
O -2.062 2.447 2.426
C -1.749 3.884 0.492
C -1.920 5.183 1.213
C -1.045 5.645 2.095
C -1.215 6.936 2.829
H -0.398 7.615 2.588
H -2.160 7.411 2.576
H -1.184 6.746 3.900
C 0.168 4.828 2.469
O -0.094 4.019 3.587
H -0.809 3.397 3.353
C 0.733 4.008 1.283
H 1.210 3.119 1.714
O 1.761 4.753 0.635
C 1.240 5.318 -0.546
C 0.194 4.360 -1.031
C -0.179 4.195 -2.293
C -1.255 3.323 -2.783
C -1.104 2.233 -3.519
C 0.205 1.645 -3.939
C 0.336 1.764 -5.460
H 1.263 1.314 -5.808
H 0.331 2.812 -5.749
H -0.500 1.274 -5.954
H 1.016 2.202 -3.460
C 0.373 0.177 -3.474
C -0.843 -0.707 -3.677
C -1.899 -0.773 -2.872
C -2.153 -0.018 -1.607
H -1.281 0.554 -1.303
H -2.977 0.680 -1.768
H -2.692 -1.468 -3.123
C -0.745 -1.603 -4.881
H 0.080 -2.305 -4.749
H -1.663 -2.168 -5.020
H -0.547 -1.028 -5.784
H 1.192 -0.260 -4.067
O 0.814 0.238 -2.117
C 1.255 -0.986 -1.604
O 2.333 -1.514 -2.332
C 3.517 -0.740 -2.240
C 4.553 -1.395 -3.142
H 5.463 -0.801 -3.168
H 4.155 -1.486 -4.149
H 4.772 -2.387 -2.761
H 3.303 0.287 -2.578
C 3.997 -0.629 -0.784
H 4.883 0.013 -0.752
C 2.878 0.006 0.071
C 1.592 -0.797 -0.123
H 1.743 -1.781 0.318
H 0.760 -0.290 0.363
O 2.646 1.359 -0.260
C 3.681 2.238 0.128
H 4.059 1.977 1.122
H 4.515 2.220 -0.583
H 3.253 3.238 0.155
H 3.188 -0.062 1.126
O 4.316 -1.915 -0.268
C 5.433 -1.984 0.557
C 6.765 -1.956 -0.212
H 6.774 -2.765 -0.942
H 6.868 -1.008 -0.740
C 7.917 -2.094 0.786
C 7.804 -0.996 1.863
O 8.810 -1.143 2.825
H 8.802 -2.071 3.099
H 7.955 -0.014 1.403
C 6.396 -1.048 2.496
C 6.196 0.093 3.481
H 6.204 1.040 2.947
H 7.003 0.088 4.208
H 5.242 -0.014 3.990
O 5.396 -0.940 1.500
H 6.295 -2.019 3.009
O 7.904 -3.325 1.488
C 8.360 -4.433 0.750
H 8.412 -5.263 1.452
H 7.674 -4.693 -0.062
H 9.355 -4.244 0.332
H 8.883 -1.991 0.262
H 5.346 -2.957 1.071
H 0.466 -1.750 -1.715
H -1.976 1.706 -3.878
H -2.259 3.656 -2.545
H 0.313 4.795 -3.052
C -0.265 3.563 0.177
O -0.207 2.171 -0.039
H 0.669 1.917 -0.381
H 2.067 5.459 -1.246
H 0.782 6.299 -0.334
H 0.978 5.497 2.788
H -2.816 5.741 0.979
H -2.293 3.900 -0.453
H -2.699 -1.091 1.656
H -1.547 0.123 1.065
H -1.828 -1.823 -0.479
H -5.449 -3.374 -1.551
H -7.211 -3.196 -1.626
H -7.313 -3.161 0.847
H -4.301 -3.565 0.624
H -6.673 -1.401 2.821
*
```

Summary:
largest force on an atom: 0.94 eV/A
frontier orbital gap: 0.348 hartree
relative energy (zero: lowest compared OMol25 entry of this formula, charge and spin): 0.0 kcal per mole
energy: -79641.075 eV

Atom charges from the Löwdin analysis, given in e for atoms 1 to 99:
1 C -0.088
2 H 0.071
3 H 0.072
4 C -0.214
5 H 0.097
6 H 0.111
7 C -0.314
8 C -0.055
9 H 0.082
10 H 0.083
11 H 0.066
12 H 0.134
13 C -0.260
14 C -0.315
15 C -0.053
16 H 0.088
17 H 0.080
18 H 0.071
19 C -0.147
20 C -0.076
21 H 0.128
22 H 0.129
23 C -0.488
24 O -0.041
25 O -0.021
26 C -0.264
27 C -0.039
28 C -0.230
29 C -0.001
30 H 0.135
31 H 0.131
32 H 0.157
33 O 0.058
34 C -0.419
35 O 0.137
36 C -0.093
37 C 0.023
38 C -0.212
39 C -0.033
40 H 0.085
41 H 0.078
42 H 0.090
43 C -0.275
44 O -0.003
45 H 0.065
46 C -0.151
47 H 0.167
48 O -0.097
49 C -0.128
50 C -0.108
51 C -0.023
52 C -0.075
53 C -0.076
54 C -0.278
55 C -0.043
56 H 0.081
57 H 0.082
58 H 0.076
59 H 0.145
60 C -0.239
61 C -0.234
62 C -0.039
63 C -0.104
64 H 0.098
65 H 0.122
66 H 0.119
67 C -0.034
68 H 0.088
69 H 0.079
70 H 0.071
71 H 0.146
72 O -0.053
73 C -0.342
74 O -0.018
75 C -0.300
76 C -0.007
77 H 0.084
78 H 0.082
79 H 0.081
80 H 0.160
81 C -0.211
82 H 0.145
83 C -0.260
84 C 0.001
85 H 0.139
86 H 0.119
87 O -0.154
88 C -0.055
89 H 0.099
90 H 0.093
91 H 0.078
92 H 0.153
93 O -0.004
94 C -0.342
95 C -0.030
96 H 0.122
97 H 0.129
98 C -0.284
99 C -0.286



Formula: C48H75Br2O34
Source: the Open Molecules 2025 dataset
Level of theory: the ωB97M-V functional and the def2-TZVPD basis

```
! wB97M-V def2-TZVPD RIJCOSX def2/J DEFGRID3
* xyz -1 1
C -1.033 -0.579 0.720
C 0.442 -0.642 0.379
O 0.715 -1.692 -0.548
H -1.661 -0.306 -0.128
H -1.238 0.263 1.381
H -1.403 -1.507 1.155
H 1.106 -0.728 1.239
H 0.807 0.324 0.028
Br 1.759 -6.804 -3.958
C 1.086 -5.216 -3.189
C 2.033 -4.749 -2.059
Br 1.786 -5.781 -0.308
H 0.077 -5.323 -2.790
H 0.993 -4.416 -3.923
H 1.878 -3.699 -1.811
H 3.070 -4.912 -2.352
C -5.922 2.846 -2.253
C -5.257 1.873 -1.295
C -6.257 1.533 -0.227
O -6.363 0.134 -0.356
C -5.612 -0.317 -1.226
O -5.473 -1.540 -1.491
O -4.965 0.699 -1.907
H -5.457 2.961 -3.232
H -5.865 3.877 -1.902
H -6.972 2.648 -2.467
H -4.232 2.192 -1.105
H -7.202 2.061 -0.348
H -5.929 1.756 0.788
C 0.610 -0.338 4.766
C -0.850 0.210 5.039
C -1.454 -0.488 6.258
O -2.168 0.602 6.767
C -1.720 1.803 6.324
O -1.951 2.876 6.804
O -0.866 1.572 5.357
H 0.627 -1.297 4.247
H 1.205 -0.497 5.666
H 1.090 0.364 4.084
H -1.392 -0.038 4.127
H -0.800 -0.991 6.970
H -2.040 -1.296 5.819
C 3.739 -2.154 2.395
C 3.632 -3.004 1.065
C 4.358 -2.483 -0.176
O 5.204 -3.557 -0.588
C 5.124 -4.606 0.269
O 5.672 -5.655 0.178
O 4.289 -4.263 1.303
H 3.475 -1.099 2.312
H 4.759 -2.087 2.772
H 3.103 -2.618 3.149
H 2.578 -3.104 0.803
H 4.805 -1.506 0.003
H 3.632 -2.238 -0.951
C -0.122 3.254 2.273
C -1.652 3.327 2.466
C -2.087 4.263 3.599
O -2.879 5.266 2.959
C -2.982 4.937 1.601
O -3.645 5.558 0.816
O -2.227 3.923 1.328
H 0.248 4.278 2.326
H 0.166 2.799 1.326
H 0.379 2.725 3.084
H -1.989 2.307 2.652
H -1.205 4.802 3.944
H -2.520 3.717 4.437
C 3.588 2.388 2.396
C 4.583 1.490 1.716
C 5.474 2.089 0.709
O 6.679 1.349 0.911
C 6.620 0.642 2.024
O 7.502 0.006 2.545
O 5.521 0.916 2.625
H 4.037 3.359 2.607
H 3.253 1.988 3.354
H 2.735 2.681 1.784
H 4.120 0.638 1.218
H 5.623 3.142 0.947
H 5.137 1.990 -0.323
C -0.436 5.029 -1.107
C -0.444 3.980 -2.212
C -1.174 2.678 -1.988
O -1.983 2.496 -3.107
C -2.069 3.626 -3.759
O -2.804 3.851 -4.747
O -1.213 4.532 -3.240
H 0.078 5.911 -1.488
H 0.121 4.746 -0.214
H -1.399 5.457 -0.826
H 0.592 3.759 -2.471
H -1.638 2.665 -1.001
H -0.561 1.778 -1.949
C 6.104 3.550 -4.057
C 5.217 4.492 -3.269
C 3.871 4.939 -3.882
O 3.020 4.709 -2.794
C 3.606 4.225 -1.715
O 3.105 3.902 -0.657
O 4.881 4.011 -2.012
H 5.631 2.577 -4.190
H 6.912 3.428 -3.335
H 6.532 3.925 -4.987
H 5.814 5.391 -3.114
H 3.494 4.348 -4.717
H 3.958 6.017 -4.018
C -2.137 -0.852 -3.746
C -1.428 -2.190 -3.492
C -1.840 -2.970 -2.325
O -2.711 -4.024 -2.835
C -2.725 -4.038 -4.090
O -3.399 -4.801 -4.795
O -1.983 -3.011 -4.538
H -1.910 -0.163 -2.933
H -3.194 -0.779 -4.001
H -1.797 -0.428 -4.691
H -0.342 -2.206 -3.404
H -2.312 -2.189 -1.729
H -0.963 -3.428 -1.870
C 2.378 0.873 -2.931
C 2.027 -0.487 -3.580
C 1.824 -0.578 -5.093
O 2.850 -1.453 -5.562
C 3.523 -1.973 -4.568
O 4.369 -2.840 -4.737
O 3.173 -1.353 -3.421
H 3.272 1.279 -3.406
H 2.589 0.788 -1.865
H 1.620 1.642 -3.081
H 1.241 -1.043 -3.068
H 1.842 0.335 -5.688
H 0.814 -0.947 -5.269
C -4.071 -2.317 1.425
C -5.112 -1.575 2.224
C -5.112 -1.898 3.739
O -5.106 -0.628 4.279
C -4.715 0.320 3.361
O -4.439 1.473 3.693
O -4.812 -0.199 2.115
H -3.157 -2.255 2.015
H -3.894 -1.936 0.419
H -4.399 -3.352 1.335
H -6.100 -1.827 1.840
H -4.362 -2.576 4.147
H -6.009 -2.478 3.956
C -2.101 -5.491 0.731
C -1.253 -5.355 2.058
C -0.130 -4.331 2.060
O -0.342 -3.668 3.244
C -1.542 -3.956 3.698
O -2.005 -3.386 4.646
O -2.148 -4.911 3.001
H -1.453 -5.765 -0.101
H -2.662 -4.601 0.447
H -2.766 -6.355 0.754
H -0.798 -6.289 2.387
H -0.202 -3.767 1.130
H 0.760 -4.961 2.067
*
```

Summary:
largest force on an atom: 8.32 eV/A
frontier orbital gap: 0.240 hartree
energy: -260693.075 eV

Atom charges from the Löwdin analysis, given in e for atoms 1 to 99:
1 C -0.097
2 C -0.473
3 O -0.355
4 H 0.054
5 H 0.045
6 H 0.042
7 H 0.064
8 H 0.056
9 Br 0.693
10 C -0.737
11 C -0.555
12 Br 0.709
13 H 0.044
14 H 0.058
15 H 0.032
16 H 0.047
17 C -0.014
18 C -0.356
19 C -0.053
20 O 0.134
21 C -0.559
22 O 0.083
23 O 0.086
24 H 0.084
25 H 0.093
26 H 0.087
27 H 0.155
28 H 0.137
29 H 0.133
30 C 0.007
31 C -0.293
32 C -0.099
33 O 0.074
34 C -0.570
35 O 0.152
36 O 0.096
37 H 0.068
38 H 0.082
39 H 0.060
40 H 0.142
41 H 0.138
42 H 0.110
43 C 0.006
44 C -0.289
45 C -0.088
46 O 0.069
47 C -0.570
48 O 0.154
49 O 0.020
50 H 0.049
51 H 0.084
52 H 0.074
53 H 0.096
54 H 0.121
55 H 0.102
56 C -0.016
57 C -0.295
58 C -0.084
59 O 0.062
60 C -0.560
61 O 0.137
62 O 0.084
63 H 0.089
64 H 0.071
65 H 0.073
66 H 0.126
67 H 0.131
68 H 0.116
69 C 0.002
70 C -0.330
71 C -0.094
72 O 0.095
73 C -0.641
74 O 0.144
75 O 0.113
76 H 0.090
77 H 0.087
78 H 0.067
79 H 0.135
80 H 0.139
81 H 0.129
82 C 0.000
83 C -0.306
84 C -0.104
85 O 0.088
86 C -0.521
87 O 0.091
88 O 0.097
89 H 0.087
90 H 0.071
91 H 0.084
92 H 0.127
93 H 0.126
94 H 0.121
95 C -0.006
96 C -0.344
97 C -0.058
98 O 0.060
99 C -0.561



no.,HOMO energy (Eh)
1,-0.3240
2,-0.1911